The following is a DFT calculation (wB97M-V/def2-TZVPD) of the ion C6H10N3O with charge +1 in a non-equilibrium geometry.

CARTESIAN COORDINATES (ANGSTROEM)
1 C -1.4895 -0.6809 0.0422
2 C -2.6052 -0.3818 0.3779
3 C 0.4658 0.3610 -0.3659
4 C -0.0457 -0.8457 0.0204
5 C 2.8790 0.0713 -0.3316
6 C -3.7373 0.4806 0.4783
7 N 1.8173 0.8406 -0.3424
8 N 4.1151 0.4451 -0.1193
9 N 0.5410 -2.0511 0.2711
10 O -4.5219 0.5238 -0.6863
11 H -0.2149 1.1949 -0.6162
12 H 2.6913 -0.9676 -0.2589
13 H -4.2337 0.1068 1.3213
14 H -3.3959 1.5742 0.7999
15 H 2.0049 1.9064 -0.4970
16 H 4.9684 -0.1685 0.0804
17 H 4.3004 1.4750 -0.0694
18 H 1.6325 -2.1760 0.0529
19 H 0.0619 -2.8162 0.5503
20 H -5.2333 1.1079 -0.7079

Forces on atoms 1 to 2 (eV/Å):
0.686 -1.350 1.115
1.462 0.682 -1.823

Its orbital gap (alpha / beta) is 8.12 / 8.12 eV. Its net charge is +1. The HOMO energy (alpha / beta) is -11.819 / -11.819 eV. For the calculated total energy, the calculation gives -473.752582 hartree. Its SMILES is N/C(C#CCO)=C\NC=[NH2+].

---

The following is a DFT calculation (wB97M-V/def2-TZVPD) of a structure of composition C35H34N3O2P2Pd.

CARTESIAN COORDINATES (ANGSTROEM)
1 Pd -0.1716 0.4878 0.5890
2 C 1.2956 -2.9224 1.7476
3 C -0.2181 -2.7944 1.5522
4 P -0.8553 -1.7172 0.2002
5 C -0.2970 -2.4247 -1.3618
6 C -0.0347 -3.7846 -1.5229
7 C 0.3904 -4.2689 -2.7511
8 C 0.5474 -3.3975 -3.8218
9 C 0.2764 -2.0448 -3.6682
10 C -0.1441 -1.5550 -2.4413
11 C -2.6449 -1.9863 0.2735
12 C -3.1843 -3.2704 0.1807
13 C -4.5537 -3.4551 0.2554
14 C -5.3940 -2.3594 0.4214
15 C -4.8660 -1.0809 0.5032
16 C -3.4920 -0.8930 0.4266
17 C 2.0502 -1.6350 2.1662
18 P 2.0510 -0.4797 0.7785
19 C 3.3304 -1.0043 -0.3889
20 C 4.5875 -0.3979 -0.3601
21 C 5.5873 -0.8340 -1.2141
22 C 5.3439 -1.8760 -2.0976
23 C 4.0976 -2.4833 -2.1297
24 C 3.0898 -2.0470 -1.2833
25 C 2.4253 1.2090 1.2953
26 C 2.3789 2.1348 0.2424
27 C 2.4909 3.4902 0.5071
28 C 2.6620 3.9306 1.8123
29 C 2.7479 3.0170 2.8526
30 C 2.6351 1.6581 2.5983
31 H 1.7515 -3.3390 0.8446
32 H 1.4583 -3.6617 2.5339
33 H -0.6757 -2.4170 2.4724
34 H -0.6478 -3.7886 1.4023
35 H -0.1433 -4.4736 -0.6940
36 H 0.5980 -5.3238 -2.8719
37 H 0.8799 -3.7759 -4.7795
38 H 0.3988 -1.3671 -4.5023
39 H -0.3395 -0.4924 -2.3236
40 H -2.5385 -4.1282 0.0329
41 H -4.9700 -4.4506 0.1791
42 H -6.4642 -2.5066 0.4784
43 H -5.5208 -0.2276 0.6188
44 H -3.0815 0.1111 0.4597
45 H 3.0649 -1.8871 2.4782
46 H 1.5320 -1.1372 2.9914
47 H 4.7862 0.4165 0.3250
48 H 6.5589 -0.3592 -1.1889
49 H 6.1272 -2.2119 -2.7641
50 H 3.9040 -3.2921 -2.8218
51 H 2.1187 -2.5147 -1.3312
52 H 2.2525 1.7851 -0.7777
53 H 2.4448 4.2022 -0.3059
54 H 2.7425 4.9895 2.0177
55 H 2.9143 3.3622 3.8645
56 H 2.7247 0.9473 3.4118
57 O -2.4088 2.8974 1.9540
58 C -2.1119 3.0175 0.7722
59 N -1.2655 2.1917 0.0818
60 C -1.2054 2.5667 -1.2467
61 O -0.5516 1.9763 -2.0854
62 C -2.0641 3.7802 -1.4184
63 C -2.3389 4.5567 -2.5234
64 C -3.1957 5.6398 -2.3388
65 C -3.7488 5.9195 -1.0922
66 C -3.4664 5.1255 0.0172
67 C -2.6154 4.0587 -0.1772
68 H -1.9081 4.3326 -3.4898
69 H -3.4392 6.2779 -3.1779
70 H -4.4102 6.7690 -0.9860
71 H -3.8933 5.3344 0.9888
72 N -0.2876 0.4666 3.7293
73 N -1.1391 0.4816 2.5705
74 H -0.8509 0.6855 4.5480
75 H 0.3606 1.2387 3.6098
76 H -1.7198 1.3364 2.5275
77 H -1.7479 -0.3281 2.6252

Forces on atoms 1 to 2 (eV/Å):
0.044 -0.214 -0.639
0.212 0.099 0.050

Its orbital gap (alpha / beta) is 7.86 / 7.45 eV. The multiplicity is 3. Its net charge is +1. The HOMO energy (alpha / beta) is -9.942 / -11.361 eV. For the calculated total energy, the calculation gives -2479.299540 hartree.

---

Per-record relative energy (zero: lowest compared OMol25 entry of this formula, charge and spin), eV: 5.177 0.000